Record 1
The following is a quantum chemistry calculation of a molecular structure, C41H43AsBaN4O3 at a distorted geometry, from the Open Molecules 2025 dataset.

```
93
Properties=species:S:1:pos:R:3:forces:R:3:mulliken_charge:R:1
H 0.8794 -4.5197 4.6083 0.01 -0.01 0.08 0.395
As -1.5215 -2.0049 0.0230 -0.83 -3.14 -0.14 0.264
H 4.7295 1.4331 0.3486 0.00 -0.05 0.10 0.303
C 3.9334 0.7730 4.1442 0.01 0.09 -0.06 -0.555
C -5.6852 -2.1561 0.6629 -0.05 -0.04 0.03 -0.855
C -2.1565 -2.7259 -3.9929 -0.03 0.06 -0.06 -0.837
C -2.8395 2.2510 1.1213 -0.01 0.00 0.07 -0.983
O 2.1941 1.1198 -0.1144 4.12 0.00 -0.86 1.010
H -6.9393 -3.8450 1.0547 -0.05 -0.03 0.04 0.389
C -5.9327 -3.5043 0.8585 -0.07 0.02 -0.02 -0.505
H -1.9784 4.4893 -1.1346 -0.05 -0.01 0.00 0.423
C -0.2565 -4.2087 1.4435 -0.06 -0.08 -0.23 -0.406
H -3.7139 2.6598 -1.4273 -0.01 -0.04 0.08 0.529
H -4.1808 -0.6721 0.2574 -0.05 -0.05 0.05 -0.006
C -0.5877 -2.8630 1.4632 -0.12 -0.07 0.08 0.888
H -3.8894 2.5794 1.1012 -0.01 0.03 0.02 0.361
H -6.4969 -1.4433 0.7172 0.00 0.04 -0.02 0.441
H -0.7816 0.9750 -3.8441 -0.06 -0.05 0.12 0.756
C -0.0442 -3.7714 -3.5501 0.06 -0.11 0.01 -0.879
H 4.1429 3.9127 2.9413 -0.01 0.12 0.00 0.361
H -2.9465 -2.4622 -4.6811 -0.06 0.03 -0.02 0.435
C -3.6021 -3.9847 0.5379 0.19 0.00 -0.09 -0.393
H 2.3119 -0.5734 3.8041 -0.06 -0.05 0.03 0.274
C -1.0495 -3.4300 -4.4380 -0.06 0.04 -0.04 -0.546
H 4.0708 -1.4217 -1.1558 0.09 0.05 0.04 0.334
H 4.5057 0.0574 4.7238 -0.04 0.00 0.04 0.434
C 2.7192 1.4155 -2.4003 0.83 0.14 0.50 0.625
C -4.8913 -4.4172 0.7947 -0.01 -0.12 0.03 -0.827
H 0.3173 -2.1113 4.6330 0.03 0.08 0.00 0.475
H -2.7873 -4.6979 0.4829 -0.09 -0.07 0.05 0.339
H -2.5972 2.2801 -3.3801 0.00 0.07 0.00 0.493
H 2.3250 4.5701 1.8045 0.01 -0.01 -0.01 0.128
H 3.9866 -0.7795 0.4965 0.05 -0.06 0.00 0.170
H 0.6507 -3.6858 -1.5222 -0.02 0.03 -0.11 0.315
H -1.3309 3.1816 -2.5467 -0.06 0.16 -0.12 0.250
H 1.2465 1.2028 -3.9281 0.00 0.01 0.00 0.110
C -2.1806 4.1653 -0.1124 0.10 0.37 0.16 -1.142
N -2.1154 2.7067 -0.0583 -0.73 0.66 -0.25 1.411
C 1.8362 3.5831 1.7908 -0.52 0.67 -0.42 -0.592
C -1.2250 -2.6804 -1.7710 -0.11 -0.03 0.11 0.995
H 6.4622 1.5801 -1.3993 0.05 0.07 0.06 0.444
H 0.3511 4.4431 -0.6604 -0.02 0.10 -0.13 0.146
H -1.3644 0.1764 -2.3721 -0.10 0.03 -0.10 -0.246
C 4.4530 2.0512 3.9181 0.27 -0.02 0.13 -0.776
C -1.1873 4.8783 0.7971 0.08 -0.12 -0.28 -1.204
C 3.6631 -1.5865 -0.1591 0.81 0.11 0.10 -1.490
H -1.3312 4.5771 1.8344 -0.02 0.11 0.10 0.332
C 5.0588 1.5988 -3.0245 0.20 0.08 -0.19 -0.910
C 3.7296 1.5531 -3.3652 -0.07 -0.10 0.04 -0.674
C -2.7452 2.1577 -1.2571 -0.27 0.03 -0.28 -0.216
Ba 0.0839 1.1029 0.3296 -3.03 1.30 0.10 2.914
C 3.0693 1.3374 -1.0115 0.78 0.08 -0.75 -0.310
O 0.7846 0.9516 2.3885 0.98 -0.38 3.73 -1.118
N 0.3222 1.3046 -2.1010 1.06 0.37 -2.33 0.104
H -5.0880 -5.4679 0.9550 0.01 -0.06 -0.02 0.404
C 3.7333 2.9318 3.1480 -0.17 -0.04 -0.12 -0.636
H 5.4036 2.3354 4.3483 0.03 0.03 -0.05 0.366
H -1.3884 5.9502 0.7253 -0.04 -0.02 0.05 0.454
N 1.1031 -1.7048 -0.3078 0.31 0.35 -0.07 -0.388
C -3.3422 -2.6331 0.3445 -0.01 0.05 0.02 0.467
H 3.4455 1.6176 -4.4085 -0.06 -0.04 -0.08 0.408
H -3.2010 4.5009 0.1423 -0.02 -0.03 -0.13 0.344
H 0.8172 -4.3186 -3.9051 0.06 -0.07 0.03 0.422
C 4.4582 1.4387 -0.6997 -0.18 0.21 0.15 -0.694
C 2.2397 -1.5808 -0.2296 -0.78 -0.42 -0.06 0.836
H -3.0964 -1.7903 -2.2928 0.05 -0.11 -0.20 0.332
C 1.3658 1.3108 -2.8370 -0.58 -0.11 -0.47 -0.950
H -0.6001 -1.0450 2.5872 0.07 -0.06 0.18 0.055
C 2.4898 2.5976 2.5875 0.35 -0.81 0.51 0.673
H 0.5214 -5.8509 2.5661 0.04 -0.03 0.01 0.424
C -0.3704 -2.1057 2.6043 -0.20 0.35 -0.16 -0.214
C 2.7116 0.4183 3.6337 -0.14 -0.17 -0.14 -0.357
C 0.4693 -4.0479 3.7272 0.09 -0.01 0.02 -0.577
C 1.9240 1.3020 2.8417 0.72 0.35 0.60 0.431
H 0.8775 5.4982 0.6723 0.02 -0.06 -0.13 0.552
N 0.7717 3.4390 1.0939 0.67 1.33 0.86 0.189
H -2.3670 2.6359 2.0201 0.03 0.10 0.13 0.201
C -0.1342 -3.4109 -2.2148 0.15 -0.10 0.17 -0.476
H -0.4048 -4.7956 0.5432 0.00 -0.04 0.05 0.395
C 0.1600 -2.6972 3.7385 -0.02 -0.08 0.02 -0.666
O -1.5469 -0.3994 0.1036 -2.88 -0.91 -0.28 -0.493
C 5.4156 1.5474 -1.6732 -0.07 -0.02 -0.04 -0.586
H -2.8142 1.1697 1.1745 -0.01 -0.21 0.00 -0.005
C -2.2391 -2.3522 -2.6635 -0.24 0.17 0.28 -0.253
C -0.9322 1.1041 -2.7579 -0.40 -0.09 -0.61 -0.351
C 0.2729 -4.7983 2.5784 0.02 -0.15 -0.04 -0.931
H -0.9730 -3.7149 -5.4768 0.01 -0.02 -0.08 0.408
H 5.8238 1.6919 -3.7827 -0.02 0.00 -0.05 0.394
C -4.3924 -1.7270 0.4096 0.29 0.38 -0.10 0.124
H -2.9488 1.1027 -1.0793 -0.09 -0.04 0.08 -0.264
C -1.9091 2.2585 -2.5320 -0.02 -0.15 0.08 -1.307
C 0.2743 4.6130 0.4181 -0.06 0.23 0.19 -0.586
H 4.0035 -2.5461 0.2263 0.01 -0.02 0.03 0.480
```
Positions in Å, forces in eV/Å.

Values from the calculation:
Multiplicity   1
HOMO   -6.68 eV
Energy   -4294.13006 a.u.
Relative energy (zero: lowest compared OMol25 entry of this formula, charge and spin)   3.377 eV



Record 2
The following is a quantum chemistry calculation of a molecular structure, C41H43AsN4ReSSi2Te at a distorted geometry, from the Open Molecules 2025 dataset.

```
94
Properties=species:S:1:pos:R:3:forces:R:3:lowdin_spin:R:1
H 2.1452 0.4502 3.1668 0.07 -0.21 -0.06 0.001
H 4.0063 -0.8680 -5.3802 0.03 -0.02 -0.13 0.000
N -1.8336 -0.5109 -0.6348 0.83 -0.28 -0.16 0.015
C -1.7319 2.1519 -1.7117 -0.16 0.01 -0.04 0.035
H 1.0257 5.5573 -1.4503 0.07 -0.03 -0.25 0.001
Si 2.0444 3.4148 -0.5964 0.76 0.98 -0.56 0.077
C 2.4267 -1.6429 -1.9027 0.64 -0.25 -0.78 0.001
H -2.4015 5.4630 -1.7215 0.03 0.06 0.02 0.000
C 1.7823 -2.4296 2.8664 -0.30 0.14 -0.37 0.000
C 1.6267 -1.1026 -2.9574 0.65 0.05 -0.45 0.000
C -0.5185 -2.7941 3.4316 0.58 0.00 0.59 0.000
C -5.3330 0.5136 -0.5223 0.14 -0.15 -0.01 -0.001
C 0.8006 -2.7929 3.8131 -0.36 0.03 -0.35 0.000
H -3.4175 -2.1114 0.3822 -0.03 -0.06 -0.01 0.000
C -6.5715 0.0077 -0.1769 -0.17 -0.05 0.02 0.000
H 1.1079 -3.0713 4.8096 -0.03 0.01 0.14 0.000
C -2.6408 1.7321 -0.7394 0.24 0.03 0.01 0.020
C 3.7263 -2.0401 -2.2088 -0.79 0.10 0.62 0.000
C 4.2747 -1.7623 -3.4569 -0.03 0.37 -0.74 0.000
As 0.9905 1.4065 0.0244 -0.18 -0.25 -0.03 0.637
H 3.4776 -2.4832 4.1855 0.04 0.00 0.11 0.000
C 0.6766 -5.4280 0.3986 -0.03 0.22 -0.28 0.000
C -3.2820 4.0253 -0.3960 -0.01 0.14 0.01 0.008
C 0.0032 -0.1769 -4.9609 0.62 0.06 -0.41 0.000
H 1.7595 -0.0791 -6.1961 0.00 0.07 -0.13 0.000
H -1.3540 0.1068 1.9337 -0.07 -0.09 -0.10 0.000
C -6.6881 -1.2442 0.4042 -0.10 -0.01 -0.03 -0.002
C -0.8663 -2.3895 2.1483 0.31 0.22 -0.84 0.000
C -0.1189 3.7412 2.5898 0.28 -0.55 -0.49 0.002
H 3.0219 2.2463 -2.6039 0.11 -0.15 -0.01 0.000
H -0.9513 3.7906 -2.8286 0.06 0.08 -0.12 0.000
H -0.6887 0.1658 -5.7150 -0.04 0.02 -0.04 0.000
C 4.0293 -1.8694 2.2100 -0.15 -0.26 0.90 0.000
H 1.6479 -6.6334 1.9497 0.12 -0.13 0.14 0.000
H -0.0492 4.7700 -0.3109 -0.15 0.03 0.02 0.000
H 1.3179 5.6940 0.2677 0.18 0.03 0.22 0.001
H -3.8831 4.7601 0.1183 -0.05 0.08 0.10 0.001
C -2.8265 0.2842 -0.5264 0.17 0.25 -0.09 -0.003
H -5.6408 -3.0146 0.9896 0.01 -0.16 0.08 0.000
H -0.3960 3.8593 3.6344 0.00 -0.17 0.20 0.000
C 3.1462 -2.2909 3.1764 0.54 0.10 -0.13 0.001
H 3.3113 3.6504 1.5550 -0.04 0.02 0.16 0.000
H -7.6585 -1.6198 0.6953 -0.06 -0.05 -0.02 0.000
C 2.3040 -1.9003 0.5120 0.69 0.17 0.97 0.012
H 0.7081 4.4150 2.3886 0.15 0.17 -0.04 0.000
C -2.4410 4.4247 -1.4227 0.04 0.11 -0.04 -0.003
H 4.3533 -1.3661 0.1617 0.06 -0.03 -0.09 0.000
C -4.3121 -1.5156 0.2574 0.06 0.13 0.04 -0.001
C -3.3744 2.6913 -0.0437 0.21 0.02 -0.03 -0.002
C 2.5740 3.2212 -2.4244 -0.23 -0.23 0.65 0.000
S -1.6819 -5.4079 1.3695 0.47 -0.22 -0.35 0.000
H -1.1030 0.4331 3.6394 0.13 -0.08 0.27 0.000
H 1.7065 3.3002 -3.0741 -0.21 0.00 -0.09 0.000
C 3.6308 -1.6945 0.8896 -0.77 0.02 -0.76 0.007
H 1.5146 -5.2665 -0.2583 0.12 0.06 -0.11 0.000
C 3.5557 -1.1100 -4.4300 0.42 -0.27 0.10 0.000
C 1.3460 -0.3073 -5.2260 -0.36 -0.05 0.25 -0.001
H 5.2889 -2.0744 -3.6616 0.08 0.03 -0.01 0.000
C -0.4821 -0.5131 -3.7016 0.05 -0.42 0.68 0.000
C -5.5528 -2.0183 0.5865 -0.09 -0.05 0.05 0.000
C -1.6412 3.4865 -2.0554 0.03 0.08 -0.06 0.013
H 4.2882 2.8015 0.3708 0.06 -0.15 -0.02 0.001
H -2.0929 1.5069 2.6719 -0.15 0.23 -0.05 0.000
C -0.5646 -4.9393 0.1315 -0.50 0.04 -0.14 0.001
C 3.5997 3.6325 0.5065 -0.62 -0.34 -0.28 0.022
H 4.3016 -2.6037 -1.4926 0.04 0.04 0.10 0.000
N 0.2970 -0.9323 -2.7031 -0.58 0.42 -0.96 0.000
H 5.0593 -1.6795 2.4775 0.07 -0.05 -0.01 0.000
H -0.9668 4.0587 1.9881 -0.13 0.04 -0.14 0.000
C -1.1978 0.8949 2.6635 0.47 0.12 -0.44 0.003
C 2.1962 -0.8163 -4.2206 -0.32 -0.02 0.33 0.000
C 1.3515 -2.1380 1.5520 0.58 -0.19 0.54 0.003
H -1.3006 -3.0695 4.1211 -0.07 -0.05 0.05 0.000
H 2.6250 2.1333 3.2424 0.16 0.12 -0.06 0.000
Si 0.3416 1.9225 2.2082 -0.43 0.31 1.49 0.074
C -0.4556 -6.2586 2.2230 -0.39 0.07 0.06 0.000
H -0.7074 -6.7882 3.1219 0.06 -0.08 0.21 0.000
Re -0.2178 -1.4031 -0.7472 -1.74 -0.44 0.12 0.024
H -1.1500 1.4066 -2.2375 0.00 0.06 0.03 0.006
N 1.7427 -1.8033 -0.7288 0.06 0.27 -0.29 0.002
H -1.9070 -2.3384 1.8610 0.04 0.09 -0.09 0.000
H -7.4576 0.5925 -0.3690 -0.12 0.09 -0.03 0.000
N 0.0309 -2.0554 1.2187 -0.70 -0.31 0.99 0.000
H 1.5005 1.4913 4.4223 -0.24 0.07 0.17 0.003
C 1.7872 1.4547 3.3759 -0.34 0.06 -0.65 0.027
C -4.1774 -0.2237 -0.2565 -0.20 -0.44 0.00 0.001
H -4.0228 2.3871 0.7635 -0.11 -0.02 0.03 0.000
Te -1.1421 -3.8287 -1.5683 0.36 0.68 0.39 -0.002
H -1.5424 -0.4871 -3.4906 -0.02 0.12 0.10 0.000
C 0.9890 5.0141 -0.5109 0.10 -0.69 0.23 0.009
H -5.2645 1.4711 -1.0161 -0.03 0.05 0.04 0.000
C 0.7432 -6.1737 1.5932 0.03 -0.18 0.30 0.000
H 3.2837 3.9828 -2.7334 0.13 0.20 0.07 0.000
H 4.1434 4.5497 0.2992 -0.05 0.21 -0.18 0.003
```
Positions in Å, forces in eV/Å.

Values from the calculation:
Multiplicity   2
HOMO (spin up / spin down)   -6.15 / -6.13 eV
Energy   -5366.53297 a.u.